[1]
DFT (ωB97M-V/def2-TZVPD) results for a 2-piece molecular cluster, C3H8O2S overall in a non-equilibrium geometry.

```
14
C3H8O2S ωB97M-V/def2-TZVPD
O -0.68 0.42 2.17
C -0.82 1.07 1.16
C 0.18 1.05 0.05
C -0.45 0.28 -1.13
S 0.73 0.00 -2.48
H -1.75 1.67 1.09
H 0.42 2.03 -0.34
H 1.00 0.46 0.44
H -1.22 0.88 -1.60
H -0.96 -0.63 -0.84
H 1.18 -1.17 -2.03
H 0.88 -2.79 1.14
H 0.53 -1.39 1.54
O 0.97 -1.88 0.83
```

E_tot   -667.75275 Ha
ΔE to the lowest compared entry with this formula, charge and spin   0.767 eV
LUMO energy   0.8 eV
Structure (SMILES)   O=CCCS.O
Frontier orbital gap   9.94 eV


[2]
DFT (ωB97M-V/def2-TZVPD) results for C17H45FO5Si2 as an isolated structure in a non-equilibrium geometry.

```
70
C17H45FO5Si2 ωB97M-V/def2-TZVPD
C 0.37 2.18 -2.35
C -0.71 2.63 -1.21
C -0.40 2.09 0.31
O -1.06 3.06 1.24
Si 0.00 3.48 2.57
C 0.80 5.21 2.23
C 2.43 5.03 2.54
F 2.76 5.36 3.96
O -0.92 3.59 4.07
Si 0.11 2.72 5.25
H 1.41 2.73 -2.22
H 0.49 1.01 -2.49
H -0.06 2.57 -3.39
H -1.80 2.29 -1.49
H -0.75 3.82 -1.14
H 0.73 1.92 0.55
H -0.96 1.05 0.51
H 0.99 2.43 2.75
H 0.35 6.09 2.88
H 0.68 5.51 1.10
H 2.67 3.88 2.34
H 3.04 5.67 1.76
H -0.23 1.29 5.28
H -0.13 3.27 6.60
H 1.50 2.85 4.83
C -3.85 -1.46 -4.84
C -3.74 -0.56 -3.63
O -2.81 0.51 -3.80
C -3.10 1.44 -4.84
C -4.40 2.19 -4.64
H -2.86 -1.80 -5.17
H -4.47 -2.34 -4.62
H -4.31 -0.94 -5.69
H -3.38 -1.15 -2.78
H -4.72 -0.17 -3.34
H -3.07 0.94 -5.82
H -2.28 2.16 -4.84
H -5.27 1.52 -4.74
H -4.51 2.98 -5.39
H -4.45 2.63 -3.64
C -0.19 -5.96 -4.18
C -0.57 -5.35 -5.52
O -0.93 -3.98 -5.44
C 0.08 -3.08 -4.99
C 1.30 -3.04 -5.89
H -0.96 -5.76 -3.44
H -0.05 -7.04 -4.28
H 0.74 -5.53 -3.81
H -1.45 -5.88 -5.91
H 0.23 -5.50 -6.26
H 0.36 -3.31 -3.96
H -0.38 -2.08 -4.97
H 1.85 -3.98 -5.86
H 1.98 -2.24 -5.58
H 1.01 -2.86 -6.93
C 1.82 -2.99 7.64
C 2.06 -2.12 6.42
O 2.02 -0.73 6.70
C 3.00 -0.24 7.62
C 4.42 -0.42 7.13
H 0.91 -2.69 8.16
H 1.73 -4.04 7.34
H 2.64 -2.92 8.35
H 1.27 -2.31 5.69
H 3.00 -2.38 5.92
H 2.85 -0.69 8.61
H 2.80 0.84 7.73
H 4.70 -1.48 7.10
H 5.12 0.09 7.80
H 4.54 -0.02 6.12
```

E_tot   -1729.68848 Ha
LUMO energy   0.7 eV
Frontier orbital gap   10.43 eV


[3]
DFT (ωB97M-V/def2-TZVPD) results for C16H27N2OPdS as an isolated structure.

```
48
C16H27N2OPdS ωB97M-V/def2-TZVPD
Pd 0.33 0.32 -0.68
C -0.41 2.43 1.40
C -0.87 1.00 1.31
C -0.62 0.13 2.40
C -1.19 -1.12 2.47
C -0.87 -2.05 3.61
C -2.06 -1.54 1.45
C -2.36 -0.71 0.39
C -3.30 -1.13 -0.71
C -1.76 0.57 0.32
H -1.01 2.98 2.13
H -0.50 2.93 0.43
H 0.64 2.47 1.70
H 0.06 0.46 3.17
H -1.76 -2.29 4.20
H -0.13 -1.61 4.28
H -0.47 -3.00 3.24
H -2.50 -2.53 1.49
H -4.27 -0.63 -0.61
H -3.47 -2.21 -0.69
H -2.88 -0.86 -1.68
H -2.13 1.27 -0.42
S -0.52 0.26 -2.87
C 1.17 0.46 -2.65
N 1.74 1.73 -2.86
C 3.07 1.93 -2.27
C 4.00 0.85 -2.80
C 3.40 -0.51 -2.48
N 2.04 -0.59 -3.02
H 1.08 2.43 -2.55
H 3.03 1.85 -1.17
H 3.42 2.92 -2.55
H 4.98 0.94 -2.34
H 4.11 0.97 -3.89
H 3.40 -0.64 -1.40
H 3.99 -1.31 -2.95
H 1.59 -1.47 -2.79
C 3.32 0.48 2.45
C 2.55 -0.34 1.41
C 3.37 -1.59 1.03
O 2.26 0.43 0.31
H 3.58 -0.10 3.34
H 2.72 1.34 2.75
H 4.25 0.86 2.00
H 1.64 -0.72 1.91
H 4.33 -1.29 0.61
H 2.82 -2.16 0.28
H 3.55 -2.23 1.89
```

E_tot   -1336.75082 Ha
LUMO energy   3.2 eV
Charge   -1
Frontier orbital gap   6.39 eV


[4]
DFT (ωB97M-V/def2-TZVPD) results for an isolated ion of composition C3H10NS and charge +1 in a non-equilibrium geometry.

```
15
C3H10NS ωB97M-V/def2-TZVPD
C 1.68 -0.06 -0.34
N 2.55 1.03 -0.33
H 1.47 -0.36 -1.33
H 1.94 -0.93 0.25
H 2.43 1.82 -0.93
H 2.73 1.42 0.61
C -1.16 -0.96 -1.32
S -0.29 0.20 0.39
C -2.28 -0.33 1.28
H -0.32 -1.50 -1.57
H -1.25 -0.04 -1.95
H -2.06 -1.49 -1.00
H -2.84 -1.04 0.78
H -1.88 -0.79 2.23
H -2.85 0.61 1.21
```

E_tot   -572.83102 Ha
ΔE to the lowest compared entry with this formula, charge and spin   4.576 eV
LUMO energy   -6.1 eV
Charge   +1
Frontier orbital gap   7.72 eV


[5]
DFT (ωB97M-V/def2-TZVPD) results for a 2-piece molecular cluster, C5H12O2 overall.

```
19
C5H12O2 ωB97M-V/def2-TZVPD
C -2.05 -1.25 -0.52
C -0.68 -0.80 -1.01
C -0.30 0.54 -0.46
O -0.51 -0.26 2.59
C 0.92 1.00 -0.16
C 2.21 0.27 -0.38
O 1.04 2.29 0.28
H -2.08 -1.30 0.57
H -2.82 -0.54 -0.84
H -2.33 -2.23 -0.93
H 0.06 -1.55 -0.70
H -0.66 -0.80 -2.10
H -1.12 1.24 -0.28
H -1.11 0.48 2.70
H -0.17 -0.18 1.69
H 2.75 0.64 -1.25
H 2.87 0.38 0.49
H 2.05 -0.80 -0.51
H 1.92 2.39 0.68
```

E_tot   -348.16871 Ha
ΔE to the lowest compared entry with this formula, charge and spin   0.982 eV
LUMO energy   0.8 eV
Structure (SMILES)   CC/C=C(\C)O.O
Frontier orbital gap   9.55 eV


[6]
DFT (ωB97M-V/def2-TZVPD) results for a 2-piece molecular cluster, C4H10O2Si overall in a non-equilibrium geometry.

```
17
C4H10O2Si ωB97M-V/def2-TZVPD
C -2.24 -0.31 -1.46
C -2.23 -1.08 -0.41
C 1.69 2.78 0.32
C 0.58 -2.36 0.37
O -1.03 -0.48 2.23
O 1.29 1.58 -0.28
Si -0.81 -1.07 0.86
H -3.04 -0.38 -2.14
H -1.52 0.40 -1.66
H -2.91 -1.82 -0.19
H 2.48 3.36 -0.21
H 2.02 2.69 1.32
H 0.79 3.50 0.35
H 0.22 -3.42 0.55
H 1.23 -2.03 -0.43
H 1.40 -2.34 1.16
H 2.05 0.99 -0.38
```

E_tot   -598.31295 Ha
ΔE to the lowest compared entry with this formula, charge and spin   3.888 eV
LUMO energy   0.3 eV
Structure (SMILES)   C=C[Si](C)=O.CO
Frontier orbital gap   9.97 eV


[7]
DFT (ωB97M-V/def2-TZVPD) results for C41H47BCl3HfN8O9P as an isolated structure in a non-equilibrium geometry.

```
111
C41H47BCl3HfN8O9P ωB97M-V/def2-TZVPD
Hf 1.39 -0.35 -0.95
Cl 3.96 1.39 -6.89
C 3.78 1.21 -5.19
C 3.14 0.08 -4.70
C 2.92 -0.04 -3.34
N 2.31 -1.11 -2.67
C 2.07 -2.30 -3.22
O 2.24 -2.67 -4.38
C 1.53 -3.27 -2.21
C 1.29 -4.58 -2.61
C 0.79 -5.50 -1.72
C 0.52 -5.06 -0.42
C 0.80 -3.75 -0.10
N 1.30 -2.84 -0.94
C 3.36 0.99 -2.46
C 4.06 2.08 -2.96
C 4.25 2.19 -4.33
Cl 5.07 3.57 -4.94
N 3.10 0.75 -1.11
C 4.17 0.44 -0.29
O 5.33 0.79 -0.49
C 3.76 -0.44 0.79
C 4.68 -1.11 1.57
C 4.33 -2.07 2.49
C 2.95 -2.37 2.62
C 2.01 -1.72 1.90
N 2.29 -0.59 1.03
H 2.81 -0.70 -5.37
H 1.52 -4.84 -3.64
H 0.59 -6.52 -2.01
H 0.12 -5.73 0.32
H 0.61 -3.40 0.91
H 4.44 2.82 -2.28
H 5.72 -0.88 1.34
H 5.07 -2.59 3.07
H 2.65 -3.16 3.28
H 0.95 -1.82 2.10
O -0.35 0.04 0.62
P -1.44 0.69 1.43
N -2.89 0.56 0.62
C -3.17 -0.47 -0.37
C -4.53 -1.05 0.02
C -5.24 0.17 0.62
C -4.12 0.94 1.31
N -1.75 -0.02 2.92
C -1.29 0.37 4.25
C -1.41 -0.90 5.09
C -1.18 -2.00 4.06
C -1.93 -1.46 2.85
N -1.12 2.30 1.73
C -1.00 3.11 0.51
C -1.26 4.54 0.97
C -2.29 4.35 2.08
C -1.77 3.09 2.78
H -2.38 -1.22 -0.38
H -3.21 0.00 -1.36
H -4.41 -1.83 0.78
H -5.06 -1.46 -0.83
H -6.03 -0.10 1.32
H -5.67 0.77 -0.18
H -4.04 0.67 2.37
H -4.27 2.02 1.24
H -1.92 1.16 4.66
H -0.25 0.72 4.22
H -2.42 -0.99 5.50
H -0.69 -0.93 5.90
H -1.55 -2.97 4.38
H -0.12 -2.08 3.85
H -3.00 -1.69 2.93
H -1.56 -1.86 1.90
H -1.75 2.80 -0.23
H -0.01 2.98 0.08
H -1.63 5.16 0.15
H -0.34 4.97 1.37
H -3.27 4.16 1.64
H -2.35 5.20 2.75
H -2.58 2.55 3.26
H -1.02 3.36 3.53
C -2.78 -0.86 -4.39
C -1.96 -2.06 -3.90
C -1.00 -2.53 -5.00
C -2.88 -3.20 -3.43
C -1.17 -1.63 -2.78
N -0.57 -1.32 -1.84
H -3.43 -1.19 -5.20
H -2.12 -0.08 -4.76
H -3.39 -0.44 -3.59
H -1.58 -2.81 -5.88
H -0.42 -3.39 -4.68
H -0.30 -1.74 -5.26
H -3.47 -3.55 -4.28
H -3.56 -2.85 -2.65
H -2.30 -4.04 -3.05
O -0.04 2.80 -3.30
Cl -0.18 1.56 -2.68
O 0.31 0.52 -3.50
O -1.54 1.30 -2.35
O 0.58 1.54 -1.45
O 1.99 1.90 1.09
B 1.92 0.67 1.69
O 1.76 0.77 3.06
C 1.84 2.10 3.33
C 1.85 2.73 4.56
C 2.05 4.10 4.55
C 2.20 4.80 3.36
C 2.15 4.17 2.12
C 1.98 2.80 2.13
H 1.76 2.17 5.48
H 2.11 4.62 5.49
H 2.36 5.87 3.40
H 2.28 4.72 1.20
```

E_tot   -4500.65047 Ha
ΔE to the lowest compared entry with this formula, charge and spin   2.245 eV
LUMO energy   -0.5 eV
Frontier orbital gap   5.02 eV


[8]
DFT (ωB97M-V/def2-TZVPD) results for C3H3BrO as an isolated structure in a non-equilibrium geometry.

```
8
C3H3BrO ωB97M-V/def2-TZVPD
C 0.74 -1.71 -0.35
C 0.50 -0.42 -0.29
C -1.06 0.68 -0.71
O 1.72 -0.05 -0.10
Br -2.44 -0.31 0.04
H 1.23 -2.61 0.02
H -0.97 0.38 -1.71
H -0.81 1.49 -0.12
```

E_tot   -2765.13488 Ha
ΔE to the lowest compared entry with this formula, charge and spin   5.378 eV
LUMO energy   -0.6 eV
Frontier orbital gap   8.51 eV


Among the records above, which one has the highest frontier orbital gap? C17H45FO5Si2